1.
Density functional theory data (ωB97M-V/def2-TZVPD) for 2 unconnected molecules or ions with the total composition C3H7NO2.

```
! RIJCOSX wB97M-V def2-TZVPD def2/J DEFGRID3
* xyz 0 1
H 2.5622 -0.1607 -0.0285
H -1.4788 -0.1450 -2.0041
H -1.6123 -0.0520 1.1415
H 2.5792 -0.1556 1.6473
H -2.4926 -1.0917 0.2386
H -2.8691 0.4845 -0.1703
O 1.2352 0.1242 -1.5652
C 2.0396 0.2314 0.8297
C -1.0318 -0.1760 -0.9850
H 2.0761 1.4124 0.7402
O 0.7399 -0.1560 0.9482
C -1.9740 -0.2459 0.1013
N 0.2263 -0.0696 -0.8936
*
```


2.
Density functional theory data (ωB97M-V/def2-TZVPD) for C3H7NO2 in the gas phase.

```
! RIJCOSX wB97M-V def2-TZVPD def2/J DEFGRID3
* xyz 0 1
H 2.3139 -1.1192 0.8471
O -2.0212 -0.5308 0.2054
H -1.3068 -2.3718 0.0330
C -1.7793 0.9889 -0.0972
C 2.2760 0.0002 0.1287
H -1.5665 1.5188 0.9675
H 2.8195 0.9948 0.5319
N 0.3127 -0.9523 -0.2447
O 0.8760 0.3434 -0.0979
C -0.9149 -1.2552 -0.0917
H 2.4899 -0.1153 -0.9652
H -2.7249 1.2930 -0.5019
H -0.7745 1.2054 -0.7150
*
```

**SMILES**: CO/C=N\OC


3.
Density functional theory data (ωB97M-V/def2-TZVPD) for C3H7NO2 in the gas phase.

```
! RIJCOSX wB97M-V def2-TZVPD def2/J DEFGRID3
* xyz 0 1
O -2.2858 -0.3469 0.8070
N 0.9758 0.3266 -0.7949
H -0.4355 -1.2893 0.6660
C -1.1159 -0.6552 0.0833
C -0.3665 0.6151 -0.3276
H 2.9247 -0.2007 -0.3763
H 1.1550 0.1763 -1.7742
C 1.9624 0.0648 0.0988
H -0.9136 1.1585 -1.1029
O 1.8183 0.1191 1.3054
H -0.2741 1.2740 0.5430
H -2.0097 -0.0235 1.6734
H -1.4350 -1.2187 -0.8009
*
```

**SMILES**: O=CNCCO


4.
Density functional theory data (ωB97M-V/def2-TZVPD) for 2 unconnected molecules or ions with the total composition C3H7NO2.

```
! RIJCOSX wB97M-V def2-TZVPD def2/J DEFGRID3
* xyz 0 1
C -1.8010 -1.3099 1.8436
H 0.0805 1.9802 -2.3205
H 0.7041 0.3925 -1.5414
H 1.5408 1.1893 -2.8977
H -0.2675 -2.6409 1.3190
C 0.9135 1.3480 -2.0176
N -1.0116 -2.4401 1.9500
O -2.8201 -1.0917 2.4256
C 1.6924 2.0895 -0.9361
H -1.5290 -0.8367 0.8887
H -1.4538 -3.2397 2.3626
H 2.2948 1.3141 -0.4238
O 1.6569 3.2452 -0.6523
*
```

**SMILES**: CC=O.NC=O


5.
Density functional theory data (ωB97M-V/def2-TZVPD) for C3H7NO2 in the gas phase.

```
! RIJCOSX wB97M-V def2-TZVPD def2/J DEFGRID3
* xyz 0 1
H -2.2493 -1.9396 -0.0721
O 1.1474 0.4594 0.0514
C -0.1849 0.2038 0.0169
H 1.9118 -1.2945 0.9101
H -1.1818 1.8392 1.2011
H 3.0110 -0.2682 -0.1029
N -0.6557 -0.9968 0.0677
H -2.1337 1.1290 -0.5033
O -2.0585 -0.9821 0.0025
C -1.0185 1.4831 0.0057
C 2.0196 -0.6869 -0.0134
H -0.3859 2.3663 -0.7030
H 1.7786 -1.3128 -0.8606
*
```

**SMILES**: CO/C(C)=N/O


6.
Density functional theory data (ωB97M-V/def2-TZVPD) for 2 unconnected molecules or ions with the total composition C3H7NO2.

```
! RIJCOSX wB97M-V def2-TZVPD def2/J DEFGRID3
* xyz 0 1
H 1.6503 0.1601 -0.2492
C -0.8048 -0.3411 -1.9071
N -1.1139 -1.3838 -1.3478
H 1.4052 -1.4608 1.3845
C -0.3945 0.8998 0.1553
H -0.6632 -1.6473 -0.4705
H -0.9868 1.1644 1.0149
H -0.2228 1.7840 -0.4706
O 0.5946 -1.0173 1.1081
O -0.6608 0.5974 -2.5913
C 0.9231 0.2633 0.5770
H 1.3975 0.8983 1.3397
H -1.1144 0.1541 -0.2446
*
```

**SMILES**: N=C=O.CCO


7.
Density functional theory data (ωB97M-V/def2-TZVPD) for C3H7NO2 in the gas phase.

```
! RIJCOSX wB97M-V def2-TZVPD def2/J DEFGRID3
* xyz 0 1
C -0.3427 1.1684 0.3891
H -0.8693 2.0753 0.7890
H -1.2438 -0.8194 -1.3721
H 2.1435 -1.4780 1.5134
O 0.7211 -0.6626 0.1673
N 0.3042 0.3618 1.0329
H 0.3427 -2.3341 1.7791
C -0.8650 0.2782 -1.6765
H 1.2186 -2.5441 0.3092
H -1.6784 0.5644 -2.5350
O -0.9384 1.2410 -0.7440
C 1.1454 -1.8693 1.1226
H 0.0693 -0.0878 -2.1115
*
```

**SMILES**: CO/C=N\OC


8.
Density functional theory data (ωB97M-V/def2-TZVPD) for a molecular structure, C3H7NO2.

```
! RIJCOSX wB97M-V def2-TZVPD def2/J DEFGRID3
* xyz 0 1
H -0.9117 -1.2954 0.2371
C -0.2452 1.2037 0.1167
H -0.8059 1.1600 1.0598
H 1.1273 -1.0796 2.1115
H -0.0463 2.2251 -0.2225
N -1.3376 -0.8579 -0.5758
H 1.6982 -0.4328 -0.5408
H 0.9921 0.8958 0.6094
O 1.1163 -1.2489 1.1533
O -0.8766 0.7396 -2.1526
H -1.5325 -1.4966 -1.3393
C -0.8281 0.3655 -0.9871
C 1.6501 -0.1785 0.5305
*
```


Here are the calculated orbital gap numbers, same order: 9.127 10.065 10.647 10.498 9.958 11.069 9.887 8.670 (eV).
Here are the calculated energy above the lowest of the compared OMol25 structures with the same formula, charge and spin numbers, same order: 146.99 142.50 22.70 40.03 97.24 49.08 135.14 100.15 (kcal/mol).
Here are the calculated max |F| numbers, same order: 0.0956 0.0886 0.0064 0.0581 0.0818 0.0381 0.1466 0.0175 (Eh/bohr).